[1]
Entry from OMol25: a 2-piece molecular cluster, C4H10NO overall in a non-equilibrium geometry (wB97M-V/def2-TZVPD).

```
16
Properties=species:S:1:pos:R:3:forces:R:3:lowdin_charge:R:1
C -0.6882 0.9171 0.8736 -0.50 0.03 -0.87 0.1645
H 0.5905 0.1344 -2.7248 0.75 -0.11 -0.20 0.0978
H -0.7838 1.3621 1.8494 -0.46 -0.90 0.56 0.1264
H 2.7519 -0.6756 -1.3780 0.09 -0.19 -0.09 0.0956
H -2.5659 -0.8906 2.6416 -0.19 -0.23 -0.05 0.0666
C 0.9232 -0.1122 -0.6274 -0.17 0.23 -0.61 -0.3313
H -2.7617 -1.5284 1.2362 0.01 0.03 0.33 0.0708
C 2.0925 -0.7182 -0.5270 0.23 0.16 0.18 0.1329
H 0.4011 -0.7096 1.2735 0.37 0.82 0.28 0.1769
O -2.1102 -1.1215 1.8245 0.05 0.19 -0.17 -0.0413
H -1.3103 1.3140 0.0751 0.69 0.65 -0.08 0.1204
C 0.4819 0.6934 -1.8055 -1.48 -0.75 -0.17 -0.0232
H -0.6137 0.7615 -1.8032 0.15 0.52 0.16 0.0806
H 0.9462 1.6700 -1.8838 0.00 0.09 0.09 0.1053
H 2.4980 -1.0924 0.4038 -0.17 -0.32 -0.04 0.0895
N 0.1485 -0.0040 0.5720 0.60 -0.24 0.68 0.0685
```
Positions in Å, forces in eV/Å.

Results
Energy in eV: -7839.3759
Charge: +1
Frontier orbital gap in eV: 9.008
LUMO level in eV: -5.3

---

[2]
Entry from OMol25: one molecule with the formula C19H23NO3 (wB97M-V/def2-TZVPD).

```
46
Properties=species:S:1:pos:R:3:forces:R:3:lowdin_charge:R:1
H -1.6854 0.9985 3.6616 -0.11 -0.06 0.06 0.1202
C 1.1536 -0.8377 -2.2014 -0.11 0.53 0.21 -0.4988
N 1.1925 -1.7691 -1.2249 0.12 -0.40 0.42 0.0624
C 1.4841 2.2897 1.9107 0.20 -0.38 -0.24 -0.0142
H 3.2601 -0.4976 -0.2206 -0.01 0.16 0.07 0.1248
H -1.7004 5.1919 4.9621 0.08 0.02 -0.05 0.0925
O 1.7961 0.0280 1.0147 -0.23 -0.07 0.26 -0.0888
C -0.9204 4.7945 4.3146 0.05 0.19 0.03 -0.0939
H -0.2862 -4.8046 -1.3350 0.00 -0.04 0.08 0.1155
O -1.2474 3.4423 4.1108 -0.05 -0.31 -0.06 -0.0885
C 1.1126 0.9652 1.7458 -0.13 0.10 0.09 -0.2729
H 1.0441 4.1678 2.7974 -0.01 0.09 0.03 0.1044
H -3.1018 -2.6109 -4.4815 -0.03 -0.02 -0.08 0.1022
C 0.9721 0.5850 -1.6899 0.09 0.03 -0.16 -0.0896
H -1.3554 -4.0146 -3.4688 0.06 -0.09 -0.07 0.1160
C -0.0392 0.5051 2.3874 0.16 0.07 -0.10 -0.0009
C -0.2222 -3.7615 -1.0223 0.16 0.19 -0.19 -0.1301
C -0.4262 2.6869 3.3258 0.08 -0.04 -0.06 -0.2823
C -2.7698 -2.4120 -3.4732 -0.04 0.00 -0.10 -0.0791
C -1.3487 -2.9590 -1.6092 -0.05 -0.16 0.12 -0.2446
H 1.9500 -3.7023 -1.0084 -0.05 -0.01 -0.12 0.1193
C 0.7211 3.1439 2.6941 -0.31 0.21 0.27 -0.0152
H 1.2169 -3.2919 -2.5825 0.04 -0.05 0.14 0.1204
C 2.7981 0.4381 0.1045 0.38 0.24 -0.39 -0.1949
C 2.2517 1.1990 -1.1108 -0.15 -0.18 0.32 -0.1469
C -2.8890 -1.1119 -1.4668 -0.05 0.11 0.04 -0.0839
H -0.2621 -3.7230 0.0687 -0.03 -0.07 0.02 0.1122
C -1.7890 -3.2025 -2.9032 -0.01 0.00 0.07 -0.0383
H 3.0304 1.2150 -1.8745 0.06 0.06 0.00 0.1238
H 2.3740 2.6820 1.4444 0.08 0.00 -0.08 0.1081
H -4.0821 -0.7411 -3.2047 -0.06 0.04 -0.03 0.0992
C -0.7954 1.3497 3.1649 0.02 0.20 0.04 0.0041
C -3.3203 -1.3624 -2.7575 -0.08 0.06 -0.06 -0.0930
O 1.2650 -1.1040 -3.3804 0.03 -0.03 -0.41 0.0611
C -1.9092 -1.9061 -0.8983 -0.05 -0.05 -0.01 -0.0559
H 0.0501 4.9043 4.8097 -0.02 0.00 -0.03 0.0951
H 3.5639 1.0375 0.6120 -0.05 -0.10 0.00 0.1224
H 0.1840 0.5950 -0.9340 -0.02 0.04 -0.01 0.1122
H 1.0591 -1.4743 -0.2681 -0.01 0.15 -0.10 0.1191
H 2.0289 2.2310 -0.8317 0.06 0.00 -0.07 0.1033
H -0.9135 5.3539 3.3732 0.02 -0.02 0.03 0.0950
C 1.1206 -3.1820 -1.4998 0.04 -0.22 -0.04 -0.1613
H -3.3130 -0.2942 -0.9016 -0.04 0.06 0.04 0.1016
H -1.5797 -1.7050 0.1122 0.05 0.00 0.10 0.1014
H 0.6473 1.1934 -2.5348 -0.04 -0.11 0.04 0.1237
H -0.3202 -0.5299 2.2693 -0.04 -0.14 -0.02 0.1132
```
Positions in Å, forces in eV/Å.

Results
Energy in eV: -27709.0103
Charge: 0
SMILES string: COc1ccc(OCCCC(=O)NCCc2ccccc2)cc1
Frontier orbital gap in eV: 8.917
LUMO level in eV: 0.7

---

[3]
Entry from OMol25: a 13-piece molecular cluster, C4H35N2O13S overall in a non-equilibrium geometry (wB97M-V/def2-TZVPD).

```
55
Properties=species:S:1:pos:R:3:forces:R:3:lowdin_charge:R:1
H 0.4839 4.6656 -0.9864 -0.70 0.05 0.38 0.0667
N 1.4336 0.4946 0.6348 1.44 1.36 -1.14 0.1424
H 0.5561 1.3172 -2.2279 0.09 0.02 -0.10 0.0259
C 2.1494 -1.4430 1.8984 -0.75 0.46 1.02 -0.4360
O -1.9622 -2.0046 -0.8288 0.45 -0.07 0.37 -0.0431
H 2.8168 -3.1981 2.6377 0.12 0.34 0.19 0.1610
H 2.6040 0.8137 -2.3697 0.23 -0.36 0.56 0.0333
S -0.1240 -3.5004 3.9720 0.11 0.28 0.14 0.7424
O -2.2153 -0.0474 1.9281 0.15 -0.33 0.38 -0.0565
O 2.9739 -0.6905 2.4070 0.66 -0.53 -0.27 0.0393
H -0.7796 3.9530 -1.7303 -0.41 0.43 0.62 0.0080
C 0.9658 -0.7529 1.2356 -0.41 -0.48 -1.67 -0.0547
H -1.1114 -2.6712 4.3434 -0.02 0.00 -0.38 -0.1455
H -2.5702 -2.5672 -1.3144 -0.22 0.13 0.06 0.0576
H 0.4232 -1.2363 0.4184 0.31 -0.65 0.18 0.1178
H -3.1641 0.0820 2.0154 -0.09 -0.02 0.05 0.0713
O -0.5432 2.1666 1.4337 -0.40 -0.14 0.85 -0.0612
H 2.3040 0.8038 1.0809 -0.71 0.57 1.23 0.1337
H -3.2561 4.0332 -1.1626 0.09 0.32 -0.13 0.0714
O 1.8747 2.4268 -2.6465 0.19 -0.06 -0.04 -0.0664
H 1.4619 -4.6721 1.5013 0.31 0.05 0.81 0.1240
H 1.8163 0.5246 -0.3353 -0.65 -1.73 0.02 0.1089
H 1.0519 -3.5416 0.4125 -0.22 0.85 -0.43 0.1094
H -4.2835 0.9767 -2.8471 -0.30 -0.13 -0.71 0.0617
H -0.1018 2.1805 2.2997 0.49 0.36 -0.25 0.0557
H 2.6119 0.8693 3.2318 0.68 0.73 0.39 0.0163
O 2.8213 -0.0020 -1.8593 -1.48 0.44 -0.22 -0.0480
H 2.7522 2.5202 3.4929 0.69 -0.40 0.50 0.0470
O 2.2822 1.7795 3.1245 -1.47 -0.05 -0.89 -0.0554
H -1.3495 1.6803 1.7015 -0.04 -0.10 -0.64 0.0303
H -3.9839 -0.4019 -3.6007 -0.26 0.23 -0.43 0.0628
H -0.8917 -2.7904 1.6583 -0.04 0.40 0.53 0.0469
O 0.5779 -1.7326 -2.9925 0.27 -0.10 0.05 -0.0459
H 3.7217 -0.1900 -2.0185 1.69 -0.28 -0.24 0.0514
H 1.4653 -1.3877 -2.7970 -0.01 -0.05 -0.06 0.0286
H -2.1027 -0.4044 1.0350 -0.12 0.41 0.25 -0.0001
C -0.2871 -3.5432 2.1561 0.22 -0.74 -0.43 -0.5185
O -3.8576 0.1169 -2.8105 0.39 0.08 1.09 -0.0263
H 0.1961 -0.5856 1.9887 0.24 0.43 0.25 0.1314
O -2.2557 0.7968 -0.6176 -1.21 0.36 0.97 -0.0862
H -0.0202 -0.1368 -2.3905 0.19 0.11 0.36 0.0524
H 0.6707 1.1903 0.5499 0.23 0.21 1.14 0.0998
N 2.0796 -2.7514 2.1163 0.27 -0.70 -1.22 0.0710
O -2.5488 3.5807 -1.6350 -0.14 -0.29 0.19 -0.0392
H -2.4175 -1.1838 -0.5812 -0.03 -0.28 -0.65 -0.0011
H 0.3836 -2.2890 -2.2287 -0.23 -0.04 -0.10 0.0388
H 1.3915 3.2075 -2.2739 -0.18 0.00 -0.47 0.0360
H -2.4322 2.7748 -1.1110 0.00 -0.31 0.07 0.0134
C 1.1125 -3.6406 1.4851 -0.62 -0.45 0.66 -0.2280
H -0.7958 -4.4797 1.9749 -0.16 -0.20 -0.38 0.0571
O 0.1912 0.5656 -1.7338 -0.93 0.05 -0.11 -0.0816
H -2.8633 0.6233 -1.3545 0.72 -0.15 -0.47 0.0187
H 1.9556 2.5243 -3.5996 -0.11 0.47 -0.04 0.0873
H -1.3318 0.8754 -0.8869 0.37 -0.27 -1.00 0.0097
O 0.1205 4.3007 -1.7936 1.31 -0.25 -0.85 -0.0357
```
Positions in Å, forces in eV/Å.

Results
Energy in eV: -45145.2965
Charge: +1
Frontier orbital gap in eV: 9.215
LUMO level in eV: -2.4

---

Relative energy (zero: lowest compared OMol25 entry of this formula, charge and spin)? In order: 1.9412 1.0368 0.0000 eV.